Molecular formula: C25H23FNO4
Method: DFT, wB97M-V/def2-TZVPD

Output
- Energy above the lowest of the compared OMol25 structures with the same formula, charge and spin: 0.0 kcal/mol
- Strongest force on any atom: 1.2 eV Å⁻¹
- Net charge: -1
- Gap between HOMO and LUMO: 0.2936 hartree
- Multiplicity: 1
- HOMO energy: -0.1970 Ha
- SMILES string: O=C([O-])C[C@H](O)C[C@H](O)/C=C/c1c(C2CC2)nc2ccccc2c1-c1ccc(F)cc1

Last column: natural (NBO) charge in e.
CARTESIAN COORDINATES (ANGSTROEM)
1 C 3.57601 -0.03658 0.48791  0.231
2 H -2.30963 -2.53353 -0.02163  0.212
3 H -1.69841 3.81505 2.42182  0.227
4 H 0.95250 0.29691 -4.41515  0.219
5 H -3.75050 -1.57845 -2.95512  0.498
6 H -4.82769 -2.36226 -0.52002  0.155
7 C -1.01578 0.88159 3.97063  -0.291
8 C -0.08936 0.37344 3.07796  -0.185
9 H 4.70991 0.88035 4.07242  0.203
10 H -1.30589 0.33312 4.85366  0.225
11 H -3.14559 1.52789 -0.32733  0.174
12 H -0.41618 0.76972 -1.88167  0.239
13 C -0.38500 0.41896 -0.85808  -0.258
14 C 1.27398 0.54979 0.99921  -0.014
15 C -2.74813 -2.59606 -1.01908  -0.562
16 N 3.24006 -0.35032 -0.77791  -0.458
17 C 3.06428 0.75043 2.73089  -0.187
18 O -2.82977 0.86899 -2.18033  -0.757
19 C 5.32000 0.15596 2.14191  -0.227
20 H 2.05095 1.34591 -3.42545  0.199
21 C 0.94922 0.22909 -0.30565  0.014
22 C 1.99677 -0.24317 -1.16334  0.271
23 H 6.35651 0.05686 2.43427  0.203
24 H 3.73291 -0.50936 -3.27754  0.218
25 H 5.62769 -0.51410 0.13099  0.216
26 C 4.38316 0.62042 3.07473  -0.232
27 C -2.87695 0.57132 -0.81902  0.072
28 H -4.95370 0.07146 -0.66334  0.212
29 H 0.35183 -0.59672 3.25448  0.224
30 C 1.65703 -0.65941 -2.53702  -0.317
31 F -2.47712 2.62830 4.58996  -0.337
32 H 0.83946 -1.37926 -2.55567  0.312
33 C 2.62088 0.41463 1.43700  -0.117
34 H -1.57266 -0.20858 0.76651  0.196
35 C -1.23863 2.85391 2.59131  -0.286
36 O -4.55317 -1.74466 -2.40533  -0.763
37 C 1.72217 0.34230 -3.65955  -0.410
38 C 4.92576 -0.16153 0.87119  -0.206
39 O -2.01859 -1.50041 -3.04697  -0.820
40 C -4.05892 -1.80849 -1.09053  0.105
41 C -1.53812 0.19847 -0.23419  -0.165
42 C -1.57546 2.11808 3.71211  0.390
43 H -0.03969 2.88794 0.82380  0.227
44 H -2.96306 -3.65076 -1.22083  0.221
45 O -0.52207 -2.62440 -1.84706  -0.734
46 C 2.72750 -0.76274 -3.57779  -0.410
47 C 0.26841 1.08875 1.93861  -0.047
48 C -4.00245 -0.41215 -0.42394  -0.438
49 C -1.65590 -2.19361 -2.06154  0.807
50 H 2.66393 -1.57049 -4.29056  0.209
51 H -2.52539 0.04520 -2.64104  0.504
52 H 2.35047 1.12061 3.45371  0.215
53 H -3.95429 -0.55038 0.66016  0.187
54 C -0.31328 2.33196 1.70743  -0.164